No. 1
C11H16CeCl3NOSe as an isolated structure at a distorted geometry. Source: the OMol25 dataset; level of theory: wB97M-V/def2-TZVPD.

```
34
Properties=species:S:1:pos:R:3:mulliken_charge:R:1
C -0.690 0.941 -1.029 0.301
C -0.844 -0.468 -1.249 0.328
C 0.458 -1.050 -1.245 0.608
C -2.105 -1.195 -1.512 -1.174
C 1.405 -0.020 -1.007 0.673
C 0.709 1.205 -0.878 0.676
C 1.331 2.520 -0.626 -1.778
C -1.779 1.940 -0.948 -1.619
C 0.756 -2.479 -1.472 -1.503
C 2.865 -0.198 -0.870 -1.814
Ce -0.541 -0.293 1.712 1.125
Cl -3.295 -3.720 1.243 -0.906
Cl -3.089 -0.141 1.880 -0.393
Cl 0.850 -2.482 1.825 -0.415
H -2.975 -0.591 -1.259 0.305
H -2.183 -2.111 -0.918 0.194
H -2.171 -1.461 -2.573 0.282
H -0.029 -3.120 -1.063 0.337
H 1.707 -2.765 -1.021 0.355
H 0.821 -2.674 -2.547 0.342
H 3.131 -1.096 -0.302 0.360
H 3.340 0.650 -0.370 0.368
H 3.301 -0.293 -1.870 0.285
H 2.247 2.421 -0.043 0.377
H 0.674 3.191 -0.068 0.362
H 1.584 2.989 -1.583 0.303
H -2.684 1.518 -0.504 0.370
H -2.023 2.293 -1.955 0.301
H -1.489 2.800 -0.340 0.310
O 0.198 1.624 1.953 -0.551
H 0.183 2.417 2.563 0.214
Se -0.019 0.065 6.917 -0.327
C 0.171 -0.100 5.172 0.213
N 0.184 -0.316 3.987 -0.509
```

Summary:
**E**: -4816.09361 Eh
**Net charge**: -2
**Lowest unoccupied orbital energy (spin up / spin down)**: 4.128 / 4.131 eV
**M**: 503.69 g mol⁻¹
**HOMO energy (spin up / spin down)**: -1.62 / -1.62 eV
**Energy above the lowest of the compared OMol25 structures with the same formula, charge and spin**: 0.00 kJ/mol

---

No. 2
C23H28AlNO2 as an isolated structure at a distorted geometry. Source: the OMol25 dataset; level of theory: wB97M-V/def2-TZVPD.

```
55
Properties=species:S:1:pos:R:3:nbo_charge:R:1
C -3.321 0.818 -0.219 -0.555
C -2.548 0.113 -1.201 -0.220
C -1.763 -0.854 -0.551 -0.317
H -2.628 0.240 -2.278 0.228
C -2.006 -0.800 0.838 -0.261
C -2.965 0.235 1.090 -0.485
H -1.645 -1.513 1.575 0.225
C -0.684 3.624 0.062 -0.489
C -1.135 2.966 -1.171 -0.507
C -0.084 2.091 -1.581 -0.208
H -1.949 3.323 -1.804 0.250
C 0.921 2.087 -0.587 -0.093
C 0.583 3.039 0.409 -0.320
H -1.139 -1.596 -1.048 0.233
H -3.542 0.343 2.008 0.271
H -4.220 1.411 -0.413 0.265
H 1.235 3.345 1.227 0.239
H -0.017 1.551 -2.526 0.222
H -1.064 4.565 0.452 0.263
Al -1.790 1.962 0.687 2.032
C 2.148 1.220 -0.530 -0.061
C 3.356 2.077 -0.121 -0.613
C 2.435 0.551 -1.879 -0.617
H 3.492 2.885 -0.851 0.207
H 4.248 1.447 -0.095 0.254
H 3.213 2.514 0.872 0.197
H 2.544 1.317 -2.658 0.215
H 1.634 -0.143 -2.164 0.206
H 3.374 -0.009 -1.802 0.229
C 1.837 0.124 0.534 -0.512
C 2.972 -0.832 0.857 0.694
H 0.970 -0.463 0.199 0.236
H 1.557 0.591 1.494 0.233
O 4.145 -0.543 0.639 -0.638
N 2.661 -2.039 1.420 -0.630
C 1.345 -2.588 1.714 -0.250
H 3.464 -2.571 1.732 0.408
C 0.733 -3.326 0.540 0.047
C -0.487 -3.987 0.721 -0.255
H -0.933 -3.995 1.720 0.211
C -1.113 -4.616 -0.357 -0.189
H -2.080 -5.100 -0.206 0.218
C -0.500 -4.626 -1.616 -0.226
H -0.987 -5.121 -2.457 0.218
C 0.745 -4.014 -1.789 -0.203
H 1.251 -4.028 -2.755 0.219
C 1.370 -3.375 -0.707 -0.255
H 2.361 -2.928 -0.824 0.230
H 0.664 -1.787 2.054 0.212
H 1.459 -3.284 2.558 0.218
C -3.657 3.977 1.744 -0.224
O -2.738 2.900 1.811 -1.047
H -3.338 4.754 2.458 0.171
H -4.660 3.632 2.036 0.169
H -3.721 4.434 0.741 0.155
```

Summary:
**E**: -1340.89204 Eh
**Net charge**: 0
**Lowest unoccupied orbital energy**: -0.015 eV
**M**: 377.46 g mol⁻¹
**HOMO energy**: -8.07 eV

---

No. 3
C19H39AlF3N2O2S as an isolated structure at a distorted geometry. Source: the OMol25 dataset; level of theory: wB97M-V/def2-TZVPD.

```
67
Properties=species:S:1:pos:R:3:nbo_charge:R:1
F 4.267 3.253 8.044 -0.402
C 4.518 2.197 7.028 0.626
F 3.636 2.532 5.855 -0.414
F 4.210 0.859 7.589 -0.398
Al 6.484 2.372 6.351 0.981
S 6.470 4.281 5.015 -0.736
H 6.796 1.081 5.488 -0.404
H 7.536 2.513 7.540 -0.403
H 5.263 4.963 5.305 0.157
C 1.850 1.310 3.585 -0.640
C 0.365 1.747 3.422 0.105
C -0.587 0.549 3.700 -0.415
C -0.702 -0.451 2.556 -0.401
C -0.992 0.253 1.233 -0.417
C 0.037 1.370 0.919 0.109
N 0.189 2.339 2.054 -0.033
O -0.961 3.147 2.080 -0.359
C 1.402 0.714 0.573 -0.628
C -0.374 2.073 -0.412 -0.604
C 0.146 2.782 4.575 -0.600
H 2.512 1.858 2.906 0.226
H 2.232 1.508 4.597 0.257
H 1.994 0.236 3.421 0.194
H -1.597 0.925 3.917 0.204
H -0.265 0.015 4.604 0.220
H 0.211 -1.050 2.479 0.195
H -1.511 -1.161 2.772 0.205
H -1.008 -0.490 0.426 0.212
H -2.007 0.674 1.274 0.209
H 2.170 1.475 0.390 0.222
H 1.326 0.106 -0.336 0.210
H 1.777 0.038 1.342 0.214
H -1.386 2.487 -0.379 0.220
H -0.361 1.368 -1.253 0.222
H 0.321 2.885 -0.658 0.213
H 0.774 3.670 4.436 0.227
H 0.403 2.346 5.548 0.218
H -0.898 3.108 4.658 0.210
C -0.622 -2.499 -5.939 -0.627
C -0.568 -2.114 -4.432 0.106
C -0.830 -3.362 -3.543 -0.417
C -2.293 -3.774 -3.438 -0.402
C -3.178 -2.584 -3.078 -0.420
C -2.985 -1.388 -4.047 0.112
N -1.544 -0.999 -4.189 -0.046
O -1.161 -0.343 -3.006 -0.339
C -3.591 -1.757 -5.429 -0.628
C -3.877 -0.202 -3.566 -0.605
C 0.921 -1.692 -4.202 -0.600
H -1.001 -1.677 -6.557 0.222
H 0.373 -2.739 -6.343 0.218
H -1.236 -3.387 -6.126 0.202
H -0.464 -3.171 -2.525 0.215
H -0.249 -4.217 -3.915 0.216
H -2.630 -4.231 -4.375 0.191
H -2.401 -4.549 -2.669 0.216
H -4.227 -2.904 -3.072 0.214
H -2.951 -2.276 -2.048 0.218
H -3.432 -0.952 -6.156 0.217
H -4.674 -1.915 -5.353 0.215
H -3.194 -2.678 -5.856 0.209
H -3.660 0.104 -2.538 0.232
H -4.940 -0.472 -3.585 0.207
H -3.752 0.673 -4.216 0.217
H 1.176 -0.800 -4.786 0.220
H 1.607 -2.493 -4.507 0.208
H 1.144 -1.490 -3.147 0.228
```

Summary:
**E**: -1947.46271 Eh
**Net charge**: -1
**Lowest unoccupied orbital energy (spin up / spin down)**: 1.762 / 0.756 eV
**M**: 443.58 g mol⁻¹
**2S+1**: 3
**HOMO energy (spin up / spin down)**: -4.83 / -4.83 eV

---

No. 4
C41H30Cl3F3N2O3PdTe as an isolated structure. Source: the OMol25 dataset; level of theory: wB97M-V/def2-TZVPD.

```
84
Properties=species:S:1:pos:R:3:mulliken_charge:R:1
Pd 1.089 -1.128 0.156 0.669
C -1.834 -0.080 -6.167 -1.613
C -1.749 0.020 -4.669 0.112
C -2.669 0.732 -3.918 -0.310
C -2.616 0.788 -2.527 0.098
C -3.705 1.475 -1.808 -0.215
O -4.334 0.984 -0.889 -0.698
C -4.086 2.877 -2.251 0.307
C -5.318 3.390 -1.854 -0.352
C -5.690 4.677 -2.205 -0.573
C -4.825 5.474 -2.946 -0.303
C -3.590 4.977 -3.332 -0.776
C -3.223 3.682 -2.988 -0.106
C -1.552 0.167 -1.772 0.507
O -1.424 0.313 -0.533 -0.822
C -0.626 -0.606 -2.579 0.068
C -0.743 -0.644 -3.953 0.202
C 0.456 -1.429 -1.954 -0.417
N 0.254 -2.521 -1.222 -0.885
C -1.116 -2.973 -0.980 -0.834
C -1.759 -2.582 0.352 -0.131
Te -0.384 -2.372 1.997 -0.034
C -1.311 -0.691 2.881 0.391
C -2.528 -0.140 2.498 -0.154
C -3.010 0.996 3.134 -0.505
C -2.298 1.584 4.170 -0.582
C -1.087 1.029 4.564 -0.535
C -0.594 -0.094 3.919 -0.650
C 1.865 -1.170 -2.384 1.765
C 2.231 0.037 -2.996 -0.175
C 3.550 0.293 -3.339 -0.828
C 4.538 -0.656 -3.119 -0.462
C 4.176 -1.880 -2.561 -0.433
C 2.866 -2.141 -2.209 -0.778
H -2.578 0.616 -6.564 0.355
H -2.116 -1.082 -6.506 0.310
H -0.879 0.158 -6.645 0.320
H -3.480 1.249 -4.429 0.365
H -5.965 2.756 -1.262 0.446
H -6.653 5.067 -1.896 0.364
H -5.113 6.483 -3.215 0.358
H -2.905 5.596 -3.899 0.373
H -2.258 3.284 -3.276 0.424
H -0.003 -1.221 -4.504 0.453
H -1.102 -4.065 -1.057 0.515
H -1.778 -2.601 -1.773 0.201
H -2.514 -3.318 0.629 0.665
H -2.203 -1.595 0.262 -0.603
H -3.092 -0.551 1.673 0.360
H -3.942 1.434 2.797 0.403
H -2.676 2.477 4.654 0.350
H -0.511 1.484 5.363 0.415
H 0.367 -0.501 4.218 0.428
H 1.473 0.791 -3.168 0.302
H 3.805 1.250 -3.781 0.355
H 5.570 -0.451 -3.380 0.363
H 4.929 -2.640 -2.380 0.388
H 2.592 -3.082 -1.751 0.259
Cl 5.050 -7.588 4.922 -0.298
C 4.464 -6.023 4.386 0.566
C 3.795 -5.909 3.176 -0.759
C 3.343 -4.676 2.759 0.763
Cl 2.515 -4.582 1.223 -0.168
C 3.514 -3.448 3.498 -0.991
O 3.111 -2.327 3.119 -0.520
C 4.211 -3.680 4.734 0.594
Cl 4.492 -2.282 5.751 -0.272
C 4.674 -4.902 5.170 -0.809
H 3.623 -6.777 2.553 0.391
H 5.192 -4.977 6.116 0.381
F 2.247 4.909 3.374 -0.291
C 1.474 3.843 3.704 0.841
F 0.211 4.302 3.736 -0.257
F 1.806 3.520 4.967 -0.293
C 1.654 2.710 2.741 0.783
C 1.076 2.789 1.489 -1.101
C 1.310 1.754 0.596 0.107
N 2.042 0.682 0.911 -0.476
C 2.572 0.594 2.141 -0.621
C 2.416 1.600 3.080 -0.768
H 0.439 3.614 1.200 0.455
H 0.884 1.763 -0.399 0.395
H 3.096 -0.328 2.370 0.726
H 2.863 1.492 4.059 0.504
```

Summary:
**E**: -3991.77469 Eh
**Net charge**: -2
**Lowest unoccupied orbital energy**: 3.992 eV
**M**: 996.08 g mol⁻¹
**HOMO energy**: -1.10 eV
**Energy above the lowest of the compared OMol25 structures with the same formula, charge and spin**: 0.00 kJ/mol